Entry from the OMol25 dataset: 2 unconnected molecules or ions with the total composition C16H24BN4O6S in a non-equilibrium geometry (wB97M-V/def2-TZVPD).

Last column: Mulliken charge in e.
Element x y z (Å)
N: 0.216 2.049 -2.986  0.989
N: -0.108 0.918 2.134  0.161
H: -2.503 -0.777 -0.557  0.659
S: -1.986 -3.600 2.072  1.213
C: -0.812 1.007 -2.883  -0.544
C: 1.292 -0.806 1.059  0.897
H: -0.998 -2.290 0.271  -0.356
H: -3.555 -1.679 -2.605  0.432
H: -2.839 -0.873 -4.828  0.405
H: 0.118 4.977 0.600  0.336
H: 4.558 -0.305 1.539  0.321
C: 1.952 1.706 0.993  -0.367
H: -0.744 0.941 -0.725  0.359
H: 1.144 -4.363 0.753  0.346
C: 0.738 -3.395 1.169  -0.990
H: -1.149 -2.664 3.878  0.379
H: 4.364 0.844 -1.835  0.221
H: 2.700 -2.454 1.017  0.476
O: -3.009 -2.547 2.057  -0.585
C: -2.778 -0.927 -2.683  -0.662
H: -2.111 2.766 1.067  0.282
C: -1.803 3.817 0.811  -1.113
C: -1.198 0.551 -1.628  0.665
N: 3.699 0.093 -1.635  -0.501
H: -0.936 1.177 2.680  0.415
H: -2.227 4.063 -0.203  0.347
B: 3.583 -0.033 -0.165  0.583
H: -0.378 3.298 2.718  0.435
C: -0.221 3.927 0.804  0.463
H: -1.088 0.849 -5.017  0.503
O: 0.715 2.457 -1.945  -0.626
H: 1.789 -2.292 -0.517  0.355
C: 0.135 -0.423 1.824  -1.062
O: -2.536 -4.933 1.896  -0.623
H: 4.021 -0.810 -1.997  0.224
H: 2.625 2.538 0.671  0.440
H: 0.114 3.307 -0.076  -0.301
C: -2.378 -0.472 -3.934  -0.497
C: 2.232 0.302 0.656  0.283
C: 1.664 -2.253 0.606  -0.727
N: 0.406 3.336 2.046  -0.325
H: -1.046 -4.050 -0.087  0.524
H: -0.594 -1.177 2.185  0.088
C: -0.765 -3.303 0.703  -0.033
O: 4.705 -0.437 0.584  -0.592
C: -2.187 -0.418 -1.531  -0.647
C: 0.707 1.959 1.748  -0.477
O: -1.276 -3.577 3.551  -0.487
H: 0.888 -3.453 2.276  0.437
C: -1.391 0.500 -4.038  -0.456
H: -2.261 4.482 1.599  0.326
O: 0.508 2.451 -4.091  -0.592

- Spin multiplicity: 1
- Net charge: +1

=====

Entry from the OMol25 dataset: 2 unconnected molecules or ions with the total composition C16H24BrCl2N2O4S2 in a non-equilibrium geometry (wB97M-V/def2-TZVPD).

Last column: Mulliken charge in e.
Element x y z (Å)
H: -5.305 -0.725 2.412  0.389
C: 5.156 -1.861 -0.764  -0.095
C: 5.235 -0.602 -0.165  0.638
C: -2.799 -2.177 0.591  -0.495
H: -0.527 1.514 -0.858  0.166
C: 0.319 -1.646 -0.651  0.122
O: -4.328 1.697 1.733  -0.511
H: -2.848 2.178 -0.957  -0.242
H: -4.719 -2.387 2.320  0.437
H: 4.722 -0.477 2.489  0.320
H: 7.475 -1.581 1.771  0.398
N: 4.045 -2.295 -1.293  -0.904
H: -5.062 2.208 -2.687  0.261
O: -2.076 -1.863 -0.624  -0.239
H: -5.576 -1.670 0.943  0.398
H: 2.109 0.331 -0.761  0.531
S: -1.001 1.515 0.404  -0.209
C: 5.479 -1.258 2.541  -1.322
H: 7.382 -0.376 -0.216  0.428
H: 0.808 -1.656 0.322  0.470
C: 4.160 0.230 -0.154  -0.488
C: -4.939 3.160 -3.199  -0.416
C: -3.534 -0.979 1.195  0.445
H: -3.015 -0.521 2.038  0.412
H: -2.685 3.224 0.527  0.364
H: -3.519 -2.952 0.334  0.358
C: 3.008 -0.258 -0.724  -0.255
H: 5.705 -1.414 3.592  0.480
O: -3.810 0.071 0.236  -0.310
C: -0.905 -2.547 -0.677  0.034
H: -0.010 -0.637 -0.862  -0.084
C: 6.763 -0.767 1.860  0.137
H: 6.025 -2.499 -0.785  0.518
O: -0.853 -3.748 -0.707  -0.491
Cl: -3.195 3.545 -3.240  -0.198
H: -2.119 -2.576 1.342  0.394
C: -4.872 -1.467 1.748  -1.768
N: 3.036 -1.477 -1.227  0.635
H: -6.806 4.038 -2.649  0.297
C: -3.692 1.317 0.783  0.347
C: -5.744 4.251 -2.540  -0.423
H: -5.260 3.038 -4.232  0.358
C: 6.543 -0.155 0.442  -1.420
Cl: -5.410 4.361 -0.795  -0.152
S: 1.538 -2.122 -1.920  0.042
H: -5.541 5.222 -2.984  0.322
Br: 7.497 0.633 3.015  -0.102
H: 6.481 0.929 0.505  0.476
H: 4.189 1.208 0.297  0.470
C: -2.665 2.226 0.115  0.144
H: 5.137 -2.202 2.116  0.332

- Spin multiplicity: 1
- Net charge: +1
- Energy relative to the best compared isomer or geometry (same formula, charge and spin): 0.0 kJ/mol

=====

Entry from the OMol25 dataset: 2 unconnected molecules or ions with the total composition C16H24F4N4O5S2 in a non-equilibrium geometry (wB97M-V/def2-TZVPD).

Last column: Mulliken charge in e.
Element x y z (Å)
N: -3.025 -1.539 0.708  0.479
N: -3.080 -2.316 3.644  -0.130
H: 0.240 -0.622 -2.998  0.244
S: 4.468 3.977 -1.805  -0.171
C: 4.921 4.652 -0.151  -0.527
C: 1.354 1.438 -1.222  0.140
H: -4.504 -1.119 4.622  0.339
N: 5.728 6.736 -1.127  -0.583
H: -2.869 -4.723 -1.756  0.419
H: -3.088 0.519 -1.190  0.187
C: -2.665 -3.098 2.640  0.364
C: 3.495 2.580 -1.324  0.170
F: 0.023 1.461 -1.470  -0.219
H: -4.277 -3.123 1.270  0.593
H: -0.518 -2.206 -3.227  0.356
H: 6.383 5.973 0.729  0.361
H: -4.948 -1.589 2.973  0.285
H: 5.367 6.404 -2.024  0.212
H: 4.060 5.176 0.276  0.304
H: 6.964 5.079 -0.686  0.303
H: -2.885 1.070 0.488  0.291
O: 1.612 -1.949 0.873  -0.712
F: 3.975 -0.707 0.190  -0.260
H: -2.639 -2.506 4.530  0.292
O: -5.176 -1.067 0.262  -0.690
O: -1.218 -3.757 0.076  -0.441
C: 1.961 0.327 -0.625  0.077
H: 0.154 -2.858 -1.055  0.460
H: 6.510 7.377 -1.264  0.225
H: -2.775 -4.946 0.645  0.322
H: -2.076 -1.185 0.674  0.186
F: 1.513 3.623 -2.157  -0.320
H: -3.041 -2.960 -1.642  0.223
H: -0.838 -3.939 0.951  0.314
C: -3.577 0.622 -0.225  -1.169
H: -3.704 -0.347 3.240  0.212
H: -4.462 1.250 -0.322  0.380
C: 2.117 2.559 -1.574  0.000
O: -0.346 -0.601 0.455  -0.844
F: 5.439 1.466 -0.493  -0.327
H: -1.203 -1.069 -2.052  0.024
C: -3.995 -0.745 0.266  0.836
C: -3.209 -2.914 1.210  -0.475
H: 5.189 3.839 0.529  0.376
H: -4.339 -4.021 -1.052  0.404
N: 0.593 -2.020 -1.447  -0.386
S: 0.940 -1.065 -0.082  1.459
C: 3.341 0.342 -0.383  0.140
C: 6.102 5.609 -0.266  -0.497
O: -1.836 -3.968 2.883  -0.751
C: -4.119 -1.284 3.614  -0.784
C: -3.259 -3.906 -1.149  -1.544
C: -2.610 -3.949 0.235  0.035
C: 4.104 1.465 -0.730  0.317
C: -0.268 -1.443 -2.482  -0.498

- Spin multiplicity: 1
- SMILES: CNS(=O)(=O)c1c(F)c(F)c(SCCN)c(F)c1F.CNC(=O)[C@@H](NC(C)=O)[C@@H](C)O

=====

Entry from the OMol25 dataset: a molecular structure, C16H24F6NO11Zn in a non-equilibrium geometry (wB97M-V/def2-TZVPD).

Last column: Mulliken charge in e.
Element x y z (Å)
C: 20.832 13.433 -10.025  0.861
H: 21.839 12.247 -18.564  0.323
C: 16.004 12.870 -12.020  -0.609
C: 23.422 8.215 -11.515  -0.811
H: 21.286 6.863 -12.223  0.250
H: 24.211 7.931 -12.228  0.305
H: 22.439 13.669 -11.354  0.206
H: 22.886 11.112 -16.787  0.282
F: 19.965 12.565 -9.504  -0.224
H: 15.252 12.087 -12.150  0.274
H: 17.871 13.130 -10.990  0.085
O: 22.287 8.675 -12.210  -0.373
H: 23.195 9.467 -9.761  0.327
N: 19.876 8.942 -9.487  0.727
H: 24.615 12.912 -10.780  0.285
O: 20.272 8.408 -13.046  -0.805
C: 16.423 13.385 -13.418  -0.491
C: 18.052 11.922 -12.715  0.293
H: 24.006 14.105 -9.575  0.352
H: 15.533 13.668 -11.451  0.333
F: 22.939 8.191 -14.699  -0.265
C: 24.126 13.036 -9.803  -0.131
H: 24.854 9.087 -10.139  0.443
H: 23.969 10.245 -11.159  0.085
O: 21.640 11.878 -11.676  -0.609
C: 21.980 12.799 -10.817  -0.865
C: 22.075 7.297 -14.182  0.741
F: 22.790 6.155 -13.983  -0.316
O: 21.394 11.000 -14.330  -0.674
C: 21.404 7.760 -12.861  0.421
C: 24.975 12.428 -8.699  -1.191
F: 21.288 14.203 -9.006  -0.327
F: 20.112 14.275 -10.826  -0.339
H: 25.979 12.859 -8.693  0.398
H: 16.667 14.450 -13.358  0.296
H: 15.721 13.207 -14.227  0.285
H: 17.229 11.508 -10.766  0.367
O: 20.049 11.084 -16.105  -0.356
O: 17.634 12.672 -13.757  -0.325
O: 20.930 8.344 -9.199  -0.623
C: 17.317 12.328 -11.472  -0.215
O: 18.828 8.762 -8.843  -0.709
O: 18.871 11.064 -12.853  -0.447
H: 24.498 12.563 -7.730  0.298
Zn: 20.713 10.275 -12.366  2.515
H: 19.176 12.043 -17.709  0.297
C: 21.215 11.287 -15.470  0.538
O: 22.906 12.344 -9.836  -0.241
C: 20.098 11.525 -17.458  -0.461
O: 19.870 9.781 -10.431  -0.430
H: 22.824 12.669 -15.957  0.365
H: 20.174 10.656 -18.120  0.267
H: 25.100 11.355 -8.864  0.165
F: 21.191 7.018 -15.147  -0.286
H: 23.199 7.299 -10.951  0.314
C: 23.882 9.317 -10.591  -0.872
C: 21.363 12.394 -17.600  -0.549
H: 21.108 13.444 -17.449  0.275
C: 22.220 11.895 -16.414  -0.431

- Spin multiplicity: 1
- Net charge: -1
- Energy relative to the best compared isomer or geometry (same formula, charge and spin): 16.1 kJ/mol

=====

| no. | LUMO (eV) | highest occupied orbital energy (eV) | frontier orbital gap (hartree) |
| --- | --- | --- | --- |
| 1 | -4.3 | -12.774 | 0.3121 |
| 2 | -4.8 | -12.012 | 0.2659 |
| 3 | -0.7 | -9.401 | 0.3203 |
| 4 | 2.2 | -5.032 | 0.2674 |